DFT (ωB97M-V/def2-TZVPD) results for C51H60N5O8P3PbS3 as an isolated structure.

E_LUMO   -0.03228 Ha
E_HOMO   -0.24046 hartree
Molar mass   1267.4 g/mol
2S+1   1

Each line ends with the Löwdin charge.
Atoms and positions in Å:
Pb  -0.038  -0.438  0.917  1.00
N  0.584  2.225  -0.515  0.08
N  1.369  3.035  -0.012  0.23
C  2.797  2.211  2.761  -0.45
O  3.459  3.154  2.838  0.20
O  2.149  1.259  2.691  0.15
H  0.949  1.461  -1.110  0.07
H  -0.453  2.292  -0.367  0.05
H  0.822  3.681  0.588  0.08
O  0.395  -0.011  -2.519  -0.36
P  -0.671  -0.261  -3.529  0.73
C  -2.337  -0.677  -2.920  -0.30
P  -2.914  0.635  -1.813  0.73
O  -1.743  1.285  -1.165  -0.40
C  -3.809  1.802  -2.862  -0.27
C  -3.371  3.120  -2.896  -0.06
C  -4.028  4.047  -3.693  -0.07
C  -5.120  3.658  -4.453  -0.08
C  -5.567  2.343  -4.412  -0.08
C  -4.917  1.419  -3.613  -0.08
C  -4.092  -0.043  -0.656  -0.29
C  -4.903  -1.139  -0.934  -0.09
C  -5.762  -1.620  0.039  -0.08
C  -5.802  -1.016  1.290  -0.07
C  -4.994  0.076  1.569  -0.05
C  -4.140  0.569  0.594  -0.05
C  -0.230  -1.606  -4.649  -0.26
C  -1.155  -2.442  -5.267  -0.08
C  -0.728  -3.444  -6.125  -0.08
C  0.625  -3.616  -6.369  -0.08
C  1.554  -2.791  -5.750  -0.07
C  1.131  -1.793  -4.888  -0.07
C  -0.956  1.193  -4.565  -0.27
C  -0.205  2.335  -4.317  -0.07
C  -0.424  3.490  -5.055  -0.07
C  -1.397  3.504  -6.042  -0.08
C  -2.141  2.360  -6.306  -0.07
C  -1.917  1.208  -5.573  -0.08
H  -2.301  -1.625  -2.374  0.03
H  -3.003  -0.755  -3.781  0.06
H  -2.517  3.408  -2.295  0.11
H  -3.684  5.073  -3.722  0.11
H  -5.633  4.382  -5.073  0.10
H  -6.427  2.044  -4.996  0.10
H  -5.278  0.397  -3.574  0.10
H  -4.842  -1.644  -1.890  0.10
H  -6.379  -2.484  -0.166  0.10
H  -6.449  -1.419  2.058  0.11
H  -5.005  0.533  2.549  0.11
H  -3.473  1.396  0.815  0.09
H  -2.214  -2.326  -5.080  0.10
H  -1.452  -4.095  -6.597  0.11
H  0.958  -4.402  -7.035  0.11
H  2.610  -2.931  -5.936  0.11
H  1.849  -1.160  -4.381  0.10
H  0.554  2.302  -3.544  0.10
H  0.160  4.378  -4.856  0.11
H  -1.576  4.405  -6.613  0.11
H  -2.899  2.371  -7.078  0.11
H  -2.502  0.321  -5.788  0.11
S  -1.445  -2.478  0.089  0.48
C  -1.897  -3.306  1.581  -0.69
C  -2.917  -4.259  1.505  -0.15
C  -3.334  -4.964  2.618  -0.12
C  -2.728  -4.721  3.845  -0.11
C  -1.718  -3.782  3.934  -0.15
C  -1.283  -3.060  2.818  -0.70
S  0.017  -1.892  3.071  0.49
H  -3.381  -4.436  0.544  0.09
H  -4.127  -5.695  2.530  0.09
H  -3.044  -5.258  4.730  0.09
H  -1.246  -3.583  4.887  0.09
O  2.410  -0.536  -0.021  -0.43
P  3.831  -0.970  -0.106  0.53
N  3.840  -2.391  -0.934  -0.18
C  5.029  -3.244  -1.018  -0.19
C  4.465  -4.665  -1.038  -0.17
C  3.098  -4.481  -1.694  -0.17
C  2.596  -3.179  -1.084  -0.18
N  4.868  0.026  -0.952  -0.18
C  4.550  0.134  -2.393  -0.20
C  5.340  1.360  -2.868  -0.16
C  5.676  2.155  -1.590  -0.16
C  4.948  1.418  -0.468  -0.20
N  4.540  -1.103  1.365  -0.18
C  5.935  -0.875  1.744  -0.21
C  6.153  -1.873  2.874  -0.17
C  4.807  -1.857  3.597  -0.16
C  3.781  -1.731  2.467  -0.18
H  5.699  -3.075  -0.171  0.10
H  5.593  -3.031  -1.932  0.11
H  4.338  -5.033  -0.017  0.11
H  5.114  -5.360  -1.571  0.11
H  2.415  -5.309  -1.507  0.11
H  3.214  -4.370  -2.774  0.11
H  2.118  -3.362  -0.116  0.11
H  1.879  -2.645  -1.704  0.10
H  3.472  0.275  -2.542  0.10
H  4.839  -0.782  -2.906  0.10
H  4.752  1.947  -3.572  0.10
H  6.251  1.055  -3.381  0.10
H  5.358  3.194  -1.648  0.11
H  6.750  2.148  -1.407  0.11
H  3.945  1.837  -0.317  0.10
H  5.483  1.470  0.478  0.10
H  6.081  0.145  2.120  0.11
H  6.602  -1.017  0.894  0.11
H  6.989  -1.596  3.515  0.11
H  6.349  -2.866  2.461  0.11
H  4.747  -0.991  4.259  0.11
H  4.636  -2.748  4.198  0.11
H  2.921  -1.124  2.750  0.06
H  3.401  -2.710  2.163  0.11
C  -5.872  4.946  5.367  -0.05
C  -4.687  4.469  4.572  -0.28
C  -3.556  3.958  5.204  -0.03
C  -2.466  3.516  4.472  -0.04
C  -2.503  3.591  3.088  -0.27
C  -3.615  4.101  2.436  -0.05
C  -4.700  4.534  3.182  -0.04
S  -1.158  2.928  2.162  0.46
O  -1.353  3.359  0.766  -0.38
O  0.085  3.463  2.709  -0.32
O  -1.265  1.475  2.289  -0.46
H  -5.726  4.778  6.434  0.07
H  -6.781  4.424  5.064  0.08
H  -6.041  6.013  5.214  0.08
H  -3.532  3.900  6.285  0.11
H  -1.592  3.113  4.964  0.12
H  -3.621  4.155  1.356  0.11
H  -5.571  4.932  2.676  0.11

---

DFT (ωB97M-V/def2-TZVPD) results for a 2-piece molecular cluster, C51H61N3O6 overall.

E_LUMO   -0.04504 Ha
E_HOMO   -0.23796 hartree
Molar mass   812.1 g/mol
2S+1   1

Each line ends with the Löwdin charge.
Atoms and positions in Å:
C  -0.192  -1.920  -3.438  -0.05
C  -1.313  -2.208  -2.450  -0.54
C  -2.496  -1.301  -2.794  -0.04
C  -1.739  -3.664  -2.652  -0.05
C  -0.935  -2.055  -0.961  -0.12
C  -1.963  -2.169  -0.018  -0.05
C  -1.694  -2.044  1.344  -0.06
C  -0.368  -2.021  1.785  -0.02
C  0.685  -2.181  0.881  -0.06
C  2.053  -2.690  1.397  -0.53
C  2.952  -1.504  1.729  -0.04
C  2.711  -3.656  0.412  -0.04
C  1.900  -3.485  2.706  -0.06
C  0.377  -1.819  -0.475  -0.08
N  1.156  -0.825  -1.144  0.04
C  0.676  0.475  -1.268  -0.21
C  -0.594  0.871  -0.898  -0.04
C  -1.164  2.124  -1.329  -0.21
C  -1.036  2.529  -2.687  -0.03
C  -1.213  3.853  -3.034  0.01
C  -1.528  4.759  -2.001  -0.18
N  -0.953  6.063  -2.112  -0.33
O  -0.932  6.791  -1.091  0.02
O  -0.425  6.391  -3.203  0.02
C  -2.004  4.326  -0.742  0.00
C  -1.842  2.993  -0.417  -0.02
N  1.772  1.287  -1.477  0.05
C  1.815  2.723  -1.436  -0.08
C  1.552  3.420  -0.221  -0.06
C  1.746  2.839  1.227  -0.50
C  1.166  3.801  2.267  -0.07
C  3.254  2.675  1.451  -0.03
C  1.076  1.506  1.526  -0.05
C  1.330  4.803  -0.335  -0.04
C  1.837  5.517  -1.421  -0.06
C  2.423  4.815  -2.458  -0.04
C  2.239  3.430  -2.585  -0.08
C  2.588  2.871  -3.996  -0.52
C  2.047  3.827  -5.071  -0.05
C  2.007  1.514  -4.375  -0.05
C  4.112  2.842  -4.121  -0.04
C  2.896  0.478  -1.608  -0.06
C  2.514  -0.795  -1.426  -0.06
H  0.687  -2.548  -3.259  0.09
H  -0.562  -2.147  -4.450  0.09
H  0.094  -0.863  -3.433  0.07
H  -3.379  -1.541  -2.190  0.08
H  -2.241  -0.246  -2.633  0.07
H  -2.762  -1.437  -3.852  0.09
H  -2.565  -3.939  -1.989  0.08
H  -2.058  -3.818  -3.689  0.09
H  -0.897  -4.337  -2.450  0.09
H  -2.998  -2.321  -0.344  0.11
H  -2.507  -2.024  2.069  0.10
H  -0.165  -1.923  2.853  0.08
H  2.420  -0.816  2.400  0.08
H  3.859  -1.853  2.247  0.09
H  3.263  -0.956  0.837  0.06
H  2.057  -4.522  0.245  0.10
H  2.926  -3.210  -0.559  0.05
H  3.658  -4.015  0.838  0.09
H  1.239  -4.348  2.572  0.09
H  2.891  -3.868  2.995  0.09
H  1.532  -2.864  3.534  0.06
H  -1.144  0.197  -0.248  0.11
H  -0.798  1.783  -3.446  0.10
H  -1.024  4.240  -4.031  0.11
H  -2.407  5.061  -0.056  0.12
H  -2.149  2.598  0.558  0.12
H  0.101  3.983  2.067  0.09
H  1.238  3.357  3.268  0.09
H  1.699  4.757  2.292  0.09
H  3.683  1.941  0.756  0.08
H  3.772  3.631  1.302  0.09
H  3.454  2.334  2.475  0.09
H  1.454  0.695  0.902  0.06
H  1.289  1.222  2.569  0.09
H  -0.013  1.556  1.420  0.08
H  0.852  5.374  0.463  0.11
H  1.851  6.608  -1.412  0.12
H  2.950  5.380  -3.230  0.11
H  2.542  4.804  -5.064  0.08
H  2.221  3.379  -6.059  0.09
H  0.966  3.971  -4.952  0.08
H  2.586  0.670  -3.991  0.07
H  0.957  1.437  -4.076  0.06
H  2.034  1.440  -5.472  0.09
H  4.567  2.141  -3.413  0.07
H  4.387  2.531  -5.135  0.09
H  4.540  3.834  -3.935  0.09
H  3.864  0.901  -1.827  0.12
H  3.106  -1.686  -1.545  0.11
C  -1.064  -3.787  7.863  0.02
C  -0.214  -2.553  8.110  -0.51
C  0.830  -2.806  9.200  0.02
O  0.527  -2.163  6.916  0.09
C  -0.164  -1.541  5.924  -0.40
O  0.417  -1.235  4.896  0.09
C  -1.577  -1.227  6.199  -0.04
C  -2.419  -0.926  5.158  0.09
C  -3.845  -0.715  5.335  -0.20
C  -4.568  -1.322  6.395  -0.03
C  -5.893  -0.972  6.640  -0.06
C  -6.550  -0.048  5.814  -0.06
C  -5.877  0.489  4.706  -0.07
C  -4.554  0.138  4.452  -0.02
C  -1.836  -0.854  7.623  -0.40
O  -2.667  -0.054  7.996  0.14
O  -1.003  -1.429  8.552  0.08
H  -1.801  -3.633  7.065  0.09
H  -0.403  -4.621  7.588  0.10
H  -1.586  -4.049  8.795  0.11
H  1.444  -1.910  9.331  0.10
H  0.323  -3.044  10.142  0.10
H  1.471  -3.643  8.904  0.10
H  -1.969  -0.794  4.178  0.12
H  -4.073  -2.064  7.029  0.12
H  -6.409  -1.422  7.491  0.11
H  -7.581  0.239  6.030  0.11
H  -6.391  1.181  4.035  0.11
H  -4.007  0.537  3.592  0.12